Entry 1:
Formula: C16H41BNO5P2
Source: the OMol25 dataset
Level of theory: ωB97M-V/def2-TZVPD

Each line ends with the Löwdin charge.
Geometry (Å):
N: 2.524 -3.688 0.139  0.200
B: 3.752 -4.342 -0.254  -0.748
O: 4.009 -5.645 0.098  0.178
O: 4.789 -3.640 -0.903  0.053
P: 4.622 -3.163 -2.390  0.299
O: 5.225 -4.030 -3.399  -0.221
O: 5.187 -1.692 -2.366  -0.071
O: 3.058 -2.978 -2.652  -0.103
H: 1.872 -3.515 -0.612  0.035
H: 2.066 -4.208 0.874  0.086
H: 3.677 -6.296 -0.520  0.114
H: 5.685 -1.558 -3.180  0.099
H: 2.771 -3.604 -3.322  0.097
C: -3.566 3.170 2.713  -0.099
C: -3.767 2.464 1.376  -0.249
C: -3.550 0.952 1.465  -0.224
C: -2.085 0.497 1.563  -0.260
P: -1.108 0.461 0.051  1.023
C: -2.094 -0.432 -1.183  -0.271
C: -2.673 -1.819 -0.860  -0.217
C: -1.682 -2.983 -0.789  -0.252
C: -0.709 -3.062 -1.961  -0.097
C: 0.364 -0.536 0.335  -0.267
C: 1.471 -0.135 1.323  -0.209
C: 2.349 1.056 0.940  -0.242
C: 2.887 1.024 -0.487  -0.091
C: -0.836 2.023 -0.810  -0.254
C: -0.032 3.233 -0.299  -0.212
C: -0.222 3.675 1.163  -0.254
C: -0.990 4.990 1.290  -0.102
H: -2.575 2.985 3.134  0.065
H: -3.683 4.246 2.604  0.076
H: -4.304 2.828 3.440  0.083
H: -3.118 2.905 0.614  0.079
H: -4.789 2.642 1.036  0.117
H: -4.024 0.466 0.609  0.098
H: -4.073 0.582 2.348  0.123
H: -2.083 -0.547 1.901  0.105
H: -1.558 1.040 2.351  0.089
H: -1.508 -0.460 -2.104  0.097
H: -2.936 0.230 -1.410  0.100
H: -3.410 -2.039 -1.635  0.123
H: -3.233 -1.782 0.078  0.105
H: -2.250 -3.913 -0.738  0.117
H: -1.125 -2.948 0.149  0.084
H: -1.212 -3.351 -2.884  0.089
H: 0.055 -3.811 -1.749  0.064
H: -0.190 -2.120 -2.140  0.052
H: 0.794 -0.794 -0.636  0.088
H: -0.040 -1.471 0.731  0.078
H: 2.113 -1.012 1.432  0.106
H: 1.032 0.044 2.308  0.112
H: 3.188 1.097 1.636  0.119
H: 1.792 1.979 1.112  0.067
H: 3.609 0.217 -0.618  0.076
H: 3.393 1.961 -0.721  0.082
H: 2.098 0.894 -1.232  0.058
H: -1.834 2.367 -1.101  0.095
H: -0.377 1.716 -1.758  0.105
H: -0.278 4.068 -0.956  0.119
H: 1.025 3.047 -0.490  0.085
H: 0.758 3.824 1.620  0.106
H: -0.711 2.898 1.753  0.069
H: -0.399 5.815 0.892  0.083
H: -1.206 5.214 2.334  0.076
H: -1.936 4.961 0.746  0.071

Charge: +1
E_HOMO (hartree): -0.46790
Largest force on an atom (Eh/bohr): 0.0260
HOMO-LUMO gap (hartree): 0.388
M (g/mol): 400.27

Entry 2:
Formula: C16H41CdClN3O5
Source: the OMol25 dataset
Level of theory: ωB97M-V/def2-TZVPD

Each line ends with the Löwdin charge.
Geometry (Å):
Cd: -1.888 -3.497 3.410  1.181
Cl: -0.426 -2.552 1.750  -0.146
C: 2.940 2.299 1.773  -0.125
O: 2.416 1.542 2.779  -0.210
C: 0.966 1.628 2.953  -0.162
C: 0.453 0.302 3.498  -0.222
N: 0.486 0.131 4.983  -0.035
C: 1.834 0.384 5.530  -0.199
C: 1.872 0.310 7.024  -0.193
O: 0.875 1.154 7.694  -0.205
C: 1.037 1.213 9.106  -0.108
H: 2.378 2.153 0.851  0.070
H: 3.999 2.076 1.641  0.101
H: 2.804 3.343 2.053  0.094
H: 0.478 1.849 2.004  0.093
H: 0.843 2.416 3.696  0.131
H: 1.065 -0.475 3.042  0.079
H: -0.574 0.059 3.223  0.073
H: -0.134 0.736 5.502  0.099
H: 2.167 1.373 5.215  0.116
H: 2.430 -0.385 5.037  0.132
H: 2.825 0.717 7.362  0.121
H: 1.850 -0.724 7.370  0.119
H: 2.019 1.602 9.377  0.084
H: 1.076 0.200 9.505  0.080
H: 0.226 1.764 9.582  0.092
C: -1.609 -3.437 -1.665  -0.139
O: -1.297 -2.756 -2.865  -0.182
C: -2.347 -1.978 -3.483  -0.206
C: -1.981 -1.265 -4.785  -0.196
N: -0.825 -0.342 -4.670  -0.049
C: -0.540 0.276 -5.958  -0.198
C: -0.034 -0.748 -7.044  -0.250
O: 0.986 -1.499 -6.477  -0.192
C: 1.644 -2.410 -7.373  -0.072
H: -2.470 -4.091 -1.803  0.084
H: -1.850 -2.796 -0.817  0.032
H: -0.774 -4.067 -1.358  0.087
H: -2.727 -1.143 -2.894  0.104
H: -3.270 -2.533 -3.650  0.119
H: -2.826 -0.675 -5.140  0.127
H: -1.723 -2.040 -5.506  0.110
H: -0.038 -0.967 -4.569  0.091
H: 0.212 1.054 -5.824  0.109
H: -1.326 0.913 -6.365  0.114
H: 0.276 -0.151 -7.903  0.118
H: -0.897 -1.295 -7.422  0.109
H: 2.390 -3.005 -6.847  0.086
H: 2.191 -1.954 -8.198  0.088
H: 0.857 -3.093 -7.693  0.088
C: 0.478 1.860 -1.443  -0.049
C: 0.117 0.718 -0.496  -0.438
C: -1.377 0.781 -0.077  -0.177
O: -1.585 2.052 0.554  -0.196
C: -2.920 2.311 0.923  -0.113
N: 0.320 -0.532 -1.130  0.090
H: 0.353 2.867 -1.043  0.077
H: -0.092 1.840 -2.371  0.076
H: 1.531 1.836 -1.723  0.079
H: 0.754 0.813 0.383  0.105
H: -1.417 0.014 0.697  0.074
H: -2.100 0.584 -0.868  0.126
H: -2.954 3.338 1.288  0.091
H: -3.241 1.672 1.746  0.077
H: -3.696 2.255 0.159  0.087
H: 0.190 -1.265 -0.448  -0.007
H: -0.398 -0.762 -1.803  0.052

Charge: +1
E_HOMO (hartree): -0.39048
Largest force on an atom (Eh/bohr): 0.0583
HOMO-LUMO gap (hartree): 0.086
M (g/mol): 503.39
Relative energy (zero: lowest compared OMol25 entry of this formula, charge and spin) (eV): 1.297

Entry 3:
Formula: C16H41FNO9PS7Si
Source: the OMol25 dataset
Level of theory: ωB97M-V/def2-TZVPD

Each line ends with the Löwdin charge.
Geometry (Å):
C: -5.247 2.258 -2.500  0.049
C: -4.741 1.468 -1.447  -0.137
C: -3.920 0.633 -0.253  -0.237
Si: -2.000 0.795 -0.605  0.480
F: -1.827 0.401 -2.356  -0.249
N: -1.004 -0.420 0.270  0.043
C: -0.669 -0.014 1.538  -0.151
O: -0.022 0.523 2.609  -0.056
P: -1.340 2.878 -0.388  0.247
O: 0.015 3.102 -1.468  -0.293
O: -2.653 3.884 -1.027  -0.330
S: -1.035 3.465 1.441  0.270
H: -5.469 2.804 -3.532  0.057
H: -4.174 -0.507 -0.458  0.082
H: -4.215 0.996 0.820  0.097
H: 0.208 2.202 -1.904  0.073
H: -2.865 4.534 -0.269  0.069
C: 4.711 -0.717 -1.308  -0.263
S: 2.944 -1.095 -1.388  0.817
O: 2.284 -0.004 -2.179  -0.575
C: 2.610 -0.778 0.361  -0.264
H: 5.134 -0.813 -2.311  0.051
H: 4.858 0.305 -0.950  0.009
H: 5.206 -1.424 -0.638  0.057
H: 2.889 0.248 0.614  0.045
H: 3.176 -1.483 0.974  0.054
H: 1.542 -0.918 0.543  0.009
C: -2.809 -4.449 -2.650  -0.271
S: -3.528 -4.444 -0.990  0.818
O: -4.074 -3.070 -0.739  -0.580
C: -1.953 -4.574 -0.109  -0.270
H: -3.615 -4.339 -3.379  0.049
H: -2.108 -3.618 -2.756  0.056
H: -2.295 -5.398 -2.822  0.053
H: -1.307 -3.734 -0.375  0.050
H: -1.468 -5.518 -0.367  0.059
H: -2.153 -4.552 0.965  0.042
C: -4.941 2.226 -7.314  -0.272
S: -6.453 1.290 -7.649  0.802
O: -7.613 2.137 -7.217  -0.563
C: -6.183 0.043 -6.366  -0.270
H: -4.911 3.089 -7.983  0.050
H: -4.937 2.570 -6.277  0.042
H: -4.071 1.593 -7.503  0.053
H: -6.101 0.525 -5.388  0.045
H: -5.270 -0.516 -6.586  0.053
H: -7.034 -0.642 -6.362  0.051
C: 4.235 4.083 1.694  -0.257
S: 4.249 3.272 0.077  0.835
O: 4.976 1.970 0.231  -0.569
C: 5.387 4.442 -0.703  -0.261
H: 3.607 3.499 2.371  0.029
H: 5.250 4.133 2.095  0.059
H: 3.820 5.089 1.594  0.058
H: 6.330 4.470 -0.151  0.058
H: 4.934 5.436 -0.721  0.055
H: 5.577 4.113 -1.727  0.054
C: -0.322 -2.612 3.950  -0.261
S: 0.888 -3.809 3.336  0.804
O: 0.126 -4.949 2.727  -0.572
C: 1.458 -4.346 4.967  -0.261
H: -0.838 -2.169 3.096  0.020
H: -1.049 -3.114 4.593  0.062
H: 0.193 -1.827 4.508  0.039
H: 0.618 -4.738 5.546  0.058
H: 1.913 -3.501 5.490  0.020
H: 2.204 -5.132 4.833  0.053
C: 2.373 1.039 4.452  -0.245
S: 3.461 -0.405 4.409  0.828
O: 2.793 -1.497 5.192  -0.568
C: 4.751 0.307 5.458  -0.262
H: 1.468 0.811 3.885  0.005
H: 2.103 1.272 5.485  0.067
H: 2.880 1.892 3.995  0.040
H: 4.332 0.586 6.428  0.059
H: 5.177 1.184 4.967  0.052
H: 5.533 -0.442 5.604  0.052

Charge: 0
E_HOMO (hartree): -0.32319
Largest force on an atom (Eh/bohr): 0.2226
HOMO-LUMO gap (hartree): 0.288
M (g/mol): 694.03

E_HOMO of number 2 (C16H41CdClN3O5)?
-0.39048 hartree

Which formula does entry 3 have?
C16H41FNO9PS7Si

Repeat the first record exactly.
Formula: C16H41BNO5P2
Source: the OMol25 dataset
Level of theory: ωB97M-V/def2-TZVPD

Each line ends with the Löwdin charge.
Geometry (Å):
N: 2.524 -3.688 0.139  0.200
B: 3.752 -4.342 -0.254  -0.748
O: 4.009 -5.645 0.098  0.178
O: 4.789 -3.640 -0.903  0.053
P: 4.622 -3.163 -2.390  0.299
O: 5.225 -4.030 -3.399  -0.221
O: 5.187 -1.692 -2.366  -0.071
O: 3.058 -2.978 -2.652  -0.103
H: 1.872 -3.515 -0.612  0.035
H: 2.066 -4.208 0.874  0.086
H: 3.677 -6.296 -0.520  0.114
H: 5.685 -1.558 -3.180  0.099
H: 2.771 -3.604 -3.322  0.097
C: -3.566 3.170 2.713  -0.099
C: -3.767 2.464 1.376  -0.249
C: -3.550 0.952 1.465  -0.224
C: -2.085 0.497 1.563  -0.260
P: -1.108 0.461 0.051  1.023
C: -2.094 -0.432 -1.183  -0.271
C: -2.673 -1.819 -0.860  -0.217
C: -1.682 -2.983 -0.789  -0.252
C: -0.709 -3.062 -1.961  -0.097
C: 0.364 -0.536 0.335  -0.267
C: 1.471 -0.135 1.323  -0.209
C: 2.349 1.056 0.940  -0.242
C: 2.887 1.024 -0.487  -0.091
C: -0.836 2.023 -0.810  -0.254
C: -0.032 3.233 -0.299  -0.212
C: -0.222 3.675 1.163  -0.254
C: -0.990 4.990 1.290  -0.102
H: -2.575 2.985 3.134  0.065
H: -3.683 4.246 2.604  0.076
H: -4.304 2.828 3.440  0.083
H: -3.118 2.905 0.614  0.079
H: -4.789 2.642 1.036  0.117
H: -4.024 0.466 0.609  0.098
H: -4.073 0.582 2.348  0.123
H: -2.083 -0.547 1.901  0.105
H: -1.558 1.040 2.351  0.089
H: -1.508 -0.460 -2.104  0.097
H: -2.936 0.230 -1.410  0.100
H: -3.410 -2.039 -1.635  0.123
H: -3.233 -1.782 0.078  0.105
H: -2.250 -3.913 -0.738  0.117
H: -1.125 -2.948 0.149  0.084
H: -1.212 -3.351 -2.884  0.089
H: 0.055 -3.811 -1.749  0.064
H: -0.190 -2.120 -2.140  0.052
H: 0.794 -0.794 -0.636  0.088
H: -0.040 -1.471 0.731  0.078
H: 2.113 -1.012 1.432  0.106
H: 1.032 0.044 2.308  0.112
H: 3.188 1.097 1.636  0.119
H: 1.792 1.979 1.112  0.067
H: 3.609 0.217 -0.618  0.076
H: 3.393 1.961 -0.721  0.082
H: 2.098 0.894 -1.232  0.058
H: -1.834 2.367 -1.101  0.095
H: -0.377 1.716 -1.758  0.105
H: -0.278 4.068 -0.956  0.119
H: 1.025 3.047 -0.490  0.085
H: 0.758 3.824 1.620  0.106
H: -0.711 2.898 1.753  0.069
H: -0.399 5.815 0.892  0.083
H: -1.206 5.214 2.334  0.076
H: -1.936 4.961 0.746  0.071

Charge: +1
E_HOMO (hartree): -0.46790
Largest force on an atom (Eh/bohr): 0.0260
HOMO-LUMO gap (hartree): 0.388
M (g/mol): 400.27